# 1
46
Properties=species:S:1:pos:R:3:forces:R:3 method="wB97M-V/def2-TZVPD" total_charge=+1 e_lumo_ev=-4.50 homo_energy_ev=-11.96 orbital_gap_ev=7.46 spin_multiplicity=1
Rh -0.868 -0.233 0.587 0.674 -1.372 -0.748
As 0.875 -0.800 3.410 -0.252 -0.088 0.602
S -2.807 0.986 0.389 0.706 0.084 0.199
S 1.759 0.645 0.361 0.322 0.237 -0.002
S 0.459 -0.951 -2.374 -0.466 0.202 -0.031
O 2.720 0.900 -0.658 -0.073 0.195 -0.084
O 0.427 1.334 0.139 -0.384 -0.484 0.137
O -0.758 -1.027 -1.414 -0.383 0.352 -0.152
O -0.605 -0.619 2.517 -0.536 0.630 0.170
O 0.591 -1.019 4.984 -0.067 0.102 -0.151
O 1.383 -0.782 0.522 -0.596 -0.096 0.219
O 1.717 -2.204 2.808 -0.125 0.024 -0.112
N -2.285 -1.835 0.956 1.143 0.357 0.028
N -5.261 0.130 0.712 0.071 -0.024 0.011
N -3.630 -1.463 0.921 -0.239 -0.234 0.030
C 1.573 1.055 -3.875 -0.021 -0.021 0.009
C 3.321 3.189 2.974 0.021 0.038 0.045
C 3.044 2.491 1.809 0.034 -0.163 -0.115
C 2.175 1.514 4.270 0.159 -0.078 -0.051
C 2.325 1.306 1.884 -0.056 0.093 0.178
C -1.519 -1.967 -4.076 0.022 0.049 -0.002
C 2.880 2.709 4.197 -0.035 0.010 0.001
C -3.972 -0.196 0.703 -0.113 0.168 -0.090
C 0.264 0.628 -3.222 0.151 0.055 -0.021
C -0.055 -2.089 -3.682 -0.086 -0.042 0.077
C 1.898 0.802 3.111 -0.027 -0.018 -0.192
H 2.346 1.202 -3.123 0.023 -0.029 -0.006
H 1.421 1.998 -4.399 -0.005 -0.015 -0.020
H 0.156 -3.075 -3.267 0.090 -0.004 -0.049
H -4.322 -2.147 1.191 0.084 -0.078 0.058
H -1.973 -2.045 1.910 -0.050 0.016 0.087
H 3.379 2.847 0.844 -0.006 0.067 0.026
H -5.994 -0.537 0.890 -0.007 0.002 -0.003
H -0.556 0.546 -3.932 -0.054 0.015 0.051
H -0.023 1.310 -2.421 0.013 0.014 -0.006
H 1.859 -2.139 1.855 0.077 0.062 0.015
H -2.142 -1.891 -3.187 -0.035 -0.016 -0.020
H 0.630 -1.908 -4.513 0.053 -0.047 0.033
H -5.519 1.092 0.568 -0.048 -0.009 0.020
H 3.082 3.266 5.101 0.023 -0.013 0.001
H -1.820 -2.854 -4.631 0.048 0.004 -0.023
H -2.109 -2.616 0.330 -0.053 0.035 -0.106
H -1.707 -1.101 -4.709 -0.002 -0.003 -0.001
H 1.841 1.107 5.217 -0.008 0.027 0.011
H 1.925 0.324 -4.604 -0.010 0.013 -0.014
H 3.873 4.118 2.923 0.022 -0.017 -0.011

***

# 2
24
Properties=species:S:1:pos:R:3:forces:R:3 method="wB97M-V/def2-TZVPD" total_charge=+1 e_lumo_ev="-3.65 / -8.39" homo_energy_ev="-14.32 / -14.31" orbital_gap_ev="10.66 / 5.92" s_squared=0.753 spin_multiplicity=2
S 1.312 0.810 -0.708 1.117 -2.104 0.835
O -1.019 3.069 -2.089 -1.266 0.156 0.932
O -0.006 -2.787 -0.748 1.458 0.053 0.676
O -2.146 0.017 0.904 1.793 -0.642 0.913
O -2.234 -0.975 -1.445 -0.140 -1.536 0.447
O -0.121 1.194 3.351 -0.528 -0.429 0.190
C 0.802 -0.013 0.826 0.649 1.195 0.268
C 2.581 -0.498 -1.126 -0.481 0.838 -1.059
H -2.893 0.504 1.220 -0.677 0.439 0.574
H 0.201 0.685 1.413 -0.731 -0.558 -0.922
H 3.390 -0.627 -0.386 -0.818 0.145 0.046
H -1.784 -0.316 -1.957 0.101 0.728 0.070
H 1.708 0.029 1.489 -0.299 -1.066 -0.909
H -1.519 -0.167 1.648 -1.389 0.456 -0.597
H 3.025 -0.162 -2.063 0.053 -0.025 0.018
H -0.790 2.177 -2.300 0.427 -0.467 -0.535
H 0.278 0.803 4.134 -0.052 0.027 0.200
H 0.596 1.614 2.892 0.536 0.670 0.149
H -0.321 3.666 -2.305 0.830 0.342 -0.450
H 1.993 -1.412 -1.347 0.231 0.245 0.505
H -2.217 -0.807 -0.464 0.085 0.576 -1.284
H -0.693 -2.413 -1.264 -1.421 0.963 -1.221
H -0.497 -3.383 -0.197 -0.119 -0.786 0.598
H 0.356 -1.009 0.520 0.641 0.780 0.553

***

# 3
10
Properties=species:S:1:pos:R:3:forces:R:3 method="wB97M-V/def2-TZVPD" e_lumo_ev=0.31 homo_energy_ev=-10.89 orbital_gap_ev=11.19 spin_multiplicity=1
Si -0.123 -0.262 -0.075 2.340 -3.339 1.688
O -0.850 -1.629 0.665 1.952 1.272 1.274
O -0.489 -0.712 -1.608 0.800 0.679 -0.068
O 1.738 -0.317 0.440 -4.505 0.482 -1.263
N -0.795 1.220 0.276 -0.011 1.871 -2.881
H -1.151 -0.152 -2.006 -0.210 0.129 -0.392
H -0.368 -1.914 1.488 -0.816 0.412 -1.179
H -0.642 1.936 -0.510 -0.369 -1.414 1.707
H -0.700 1.685 1.134 0.133 0.502 1.299
H 1.994 -1.078 -0.076 0.685 -0.595 -0.186

***

Here are the calculated energy above the lowest of the compared OMol25 structures with the same formula, charge and spin numbers, same order: 2.6 16.3 23.9 (kcal/mol).